Formula: C52H47N9O6P2Se2Y
Source: OMol25
Level of theory: ωB97M-V/def2-TZVPD

XYZ file:
```
119
Properties=species:S:1:pos:R:3:forces:R:3
H 1.81187 1.40192 -2.33598 0.011 -0.018 0.000
C 2.59361 3.10073 -3.38503 0.042 -0.049 0.013
C -0.73374 -6.09008 -2.42195 -0.010 0.053 -0.016
H -2.32619 6.46788 -0.31900 -0.001 0.002 0.002
H -0.22527 7.07193 -4.00329 0.000 0.002 -0.011
C -0.88804 5.22641 2.48887 0.012 0.016 -0.001
Se -0.54098 1.90290 -4.84113 -0.137 -0.003 0.032
C -0.13031 1.05089 -0.57546 0.067 0.159 -0.209
C 2.29944 -3.91680 0.52650 0.164 -0.374 -0.090
O 1.08451 -2.17665 3.42078 0.122 -0.110 -0.238
C 4.53166 -4.90207 0.94057 -0.179 -0.134 -0.062
H -0.12268 -3.93323 3.54785 -0.016 -0.009 -0.047
C -1.35033 -4.94825 -2.91399 -0.013 -0.035 -0.007
N 0.95300 -2.33096 -1.71222 -0.075 -0.307 0.266
H -3.61352 -5.11899 2.20777 -0.018 0.005 0.010
C -1.64515 -4.09478 2.03775 0.139 -0.218 -0.157
C -1.27315 6.92923 -2.13951 0.004 -0.011 0.052
H 1.76365 1.40334 3.68472 -0.013 0.015 0.049
H -1.67476 -2.11601 4.15422 -0.017 0.028 -0.025
H -5.82781 2.43884 -5.26405 -0.007 0.002 -0.005
H 4.65851 -1.40037 5.07480 0.005 -0.010 0.011
C -5.32469 2.35649 -4.30906 -0.007 0.006 -0.031
H -5.33008 -3.93485 0.20940 0.010 -0.004 -0.001
H -1.17814 -7.06549 -2.57197 -0.012 -0.007 -0.006
C 0.42312 -3.59447 -2.00293 -0.041 0.095 -0.019
N 3.10984 -1.22702 2.11707 0.037 0.018 0.020
H 3.32514 4.94863 -4.18071 0.002 0.003 -0.012
C 3.29771 -1.39868 3.41968 0.060 -0.098 0.190
C -4.43100 -3.68180 -0.35087 -0.074 -0.016 -0.008
O 2.01464 -1.69420 5.40748 0.018 -0.005 -0.030
H 3.43495 -3.76889 2.34801 0.077 0.093 -0.052
P -1.46105 2.41996 -3.00902 0.202 -0.130 -0.003
N -1.29786 -0.71890 -0.97873 0.006 -0.302 0.040
C -1.86747 -1.11266 3.77097 -0.010 -0.109 0.021
N -0.93003 -0.16151 4.32545 -0.047 0.045 -0.028
C 0.07212 0.36629 3.58395 0.134 0.080 -0.101
C 0.46233 -5.96807 -1.72692 0.081 -0.060 0.006
H 1.96176 -2.25887 -1.67089 0.023 -0.051 -0.114
C -2.17842 4.74776 2.66270 -0.009 -0.046 -0.020
O 4.67229 -0.67286 -0.96195 -0.080 0.114 -0.046
C 5.42037 -0.81960 1.80903 -0.107 -0.038 0.018
C -2.96333 -4.43127 1.69399 0.005 -0.002 -0.033
H -0.58724 6.16178 2.94327 -0.006 0.010 0.002
H -0.24317 4.62313 -4.40429 0.007 0.000 -0.006
C -4.02290 2.11835 -1.87478 -0.010 0.008 0.013
N -1.14773 -3.23545 1.14772 0.149 0.185 0.164
H 7.48942 -0.68451 3.05510 0.045 0.010 -0.035
H -1.46094 -5.02764 3.94248 -0.012 -0.007 -0.017
C 2.03714 -1.79354 4.18274 -0.039 -0.026 -0.011
H -1.89825 1.83429 0.96746 0.007 -0.008 -0.029
H 1.27376 5.21985 -0.44461 -0.011 -0.019 0.003
H -1.74518 -1.13465 2.69150 -0.009 0.037 0.002
C -1.89339 4.71268 -1.45696 0.011 0.009 -0.012
C 4.54041 -5.48897 -0.31417 0.067 -0.058 -0.045
N -1.70608 0.14837 -1.85688 0.041 0.082 0.193
H 3.36903 -5.89472 -2.06846 0.019 -0.011 -0.010
C 4.53899 -1.27106 4.00950 -0.086 0.087 -0.100
H -0.23870 -5.50997 2.76356 0.033 0.009 -0.001
C -1.29529 4.18679 -2.60070 -0.038 0.000 0.029
H -4.56398 -2.69029 -0.78489 0.020 0.010 0.001
H -1.24235 -2.80500 -3.09099 -0.016 0.005 -0.012
H -7.14252 2.20244 -3.18227 -0.012 0.001 -0.002
C -1.00661 1.28709 -1.65491 -0.237 0.072 -0.165
H -1.26271 7.99706 -1.95951 0.000 0.009 -0.002
H 0.55585 -1.58420 -2.26359 0.059 0.043 0.030
H 2.46249 6.30150 -2.28975 0.005 0.009 -0.010
C -0.81838 -4.66416 3.13903 -0.015 -0.055 0.107
C 3.40812 -5.38912 -1.10944 -0.040 0.006 0.049
O 0.12720 0.26118 2.34791 -0.251 -0.172 0.151
C -0.69965 5.04185 -3.51645 -0.033 0.003 -0.031
H -2.38485 4.06604 -0.74672 -0.028 -0.050 0.039
H -4.32958 -4.39364 -1.17233 0.012 -0.001 0.004
P 0.90641 2.35512 0.20287 0.165 -0.278 0.074
H 0.94910 -6.84893 -1.32291 -0.020 -0.002 -0.007
Se 2.72455 2.27115 1.32621 -0.256 -0.216 0.073
C -0.69527 6.41110 -3.28582 0.039 -0.003 -0.046
C -1.87092 6.07534 -1.21948 0.025 0.031 0.009
H -3.35052 2.46357 -5.16743 -0.007 -0.004 0.001
H -3.52208 1.99378 -0.92366 0.024 -0.004 0.021
N 0.99559 1.09722 4.27513 0.052 0.007 -0.219
H -2.89524 -0.82156 3.99643 0.014 0.000 0.035
H -3.52522 3.11813 2.28330 -0.002 0.002 0.003
C 5.61577 -0.98402 3.17434 0.100 -0.008 0.075
C 1.64499 4.61810 -1.26303 0.049 0.023 -0.076
C 1.05990 -4.73369 -1.50015 -0.066 0.077 -0.053
N -0.34805 -0.22952 -0.20148 -0.089 0.638 -0.080
H 1.23383 0.78354 5.20268 0.053 -0.004 -0.007
C -3.23411 -3.72705 0.53493 0.031 0.011 -0.032
H 2.95579 2.50157 -4.20962 -0.009 0.007 -0.003
C -3.93698 2.37641 -4.26069 0.021 0.015 -0.012
C 2.79617 4.46796 -3.36727 -0.012 0.069 0.061
C 1.92795 2.47802 -2.33626 0.101 0.055 -0.066
H -2.89504 5.31210 3.24576 -0.008 0.005 0.007
H 6.22408 -0.60665 1.11590 0.015 0.011 -0.010
H -5.97341 1.98170 -1.00939 -0.012 -0.002 0.006
H -1.97826 -2.28955 -0.45281 -0.015 -0.079 0.031
H -0.76223 -0.20400 5.31650 -0.029 -0.005 0.013
Y 1.06410 -1.88340 1.05097 -0.465 0.821 0.079
O 2.50387 -0.68038 -0.33671 0.142 -0.277 0.008
C -3.28030 2.26276 -3.04392 -0.009 -0.005 0.006
C 3.41856 -4.16668 1.33604 0.131 0.061 0.182
H 1.05957 4.83406 1.68588 -0.024 -0.016 -0.018
C -5.40597 2.10120 -1.92351 -0.015 0.007 -0.037
N -2.12805 -3.03676 0.24523 -0.007 0.144 0.029
C -1.61978 2.80179 1.36415 0.039 -0.069 -0.005
H 5.37661 -5.02175 1.60913 0.008 0.011 0.015
C 0.03338 4.49464 1.75608 0.070 0.078 0.015
C -2.53423 3.52207 2.11695 -0.038 0.037 0.019
O 6.84669 -0.87855 3.74441 -0.092 -0.008 0.001
C -0.33647 3.29830 1.14962 -0.010 -0.103 0.023
C -6.06085 2.22292 -3.14354 0.000 -0.012 0.043
C 1.44718 3.23761 -1.27933 -0.071 0.221 0.050
C -0.77276 -3.70513 -2.70962 0.073 -0.040 -0.019
C 3.77066 -0.73897 -0.14181 0.106 -0.012 0.122
H -2.28192 -5.02232 -3.46256 -0.002 0.001 -0.007
C 2.31742 5.22855 -2.30292 0.008 -0.025 -0.014
C 4.13300 -0.93777 1.32548 0.099 0.194 0.023
C 2.30784 -4.64063 -0.68809 -0.079 -0.134 0.030
H 5.40518 -6.04276 -0.66148 -0.007 0.000 0.000
```
Forces are in eV/Å.

## Properties
* ΔE to the lowest compared entry with this formula, charge and spin: 3.57 kcal/mol
* HOMO: -5.43 eV
* maximum force: 0.9 eV Å⁻¹
* LUMO energy: 2.156 eV
* gap between HOMO and LUMO: 7.58 eV
* DFT total energy: -8478.34914 Eh
* net charge: -1

---

Formula: C52H48FIN3P2RuSeSi2
Source: OMol25
Level of theory: ωB97M-V/def2-TZVPD

XYZ file:
```
111
Properties=species:S:1:pos:R:3:forces:R:3
H -4.15330 4.50468 -2.12445 -0.015 0.010 0.000
I 0.19742 -4.22399 -2.58307 0.127 -0.102 -0.097
C 0.34652 2.82995 4.33231 -0.028 -0.033 0.013
C -1.77187 -1.17900 3.33067 -0.030 -0.118 -0.032
C 1.50944 1.11331 3.08750 -0.133 -0.100 0.018
H 2.83216 1.61710 -3.07775 0.018 -0.004 -0.022
C -1.78673 2.07440 -1.71616 -0.112 0.014 0.167
H 1.16604 -5.58201 2.63272 0.002 -0.011 0.004
Se 0.53442 -1.27041 -1.38886 0.140 0.083 -0.180
C -4.03436 1.13218 -2.07446 0.020 -0.019 -0.032
H 3.09273 0.13651 4.16150 0.011 -0.025 -0.003
C -1.39698 -0.34339 4.37647 0.059 0.099 -0.067
C -3.88896 4.10123 3.11691 -0.007 0.006 -0.003
C 0.51015 2.08826 3.16367 0.056 -0.018 -0.043
H 3.41870 -4.56741 2.65928 0.009 -0.007 0.005
C -3.18086 2.09367 1.36162 0.024 -0.036 0.005
C -3.74575 3.50423 -2.05275 -0.021 0.017 0.000
H 0.99147 3.14254 6.34887 -0.002 0.021 0.006
H -5.18750 -3.33560 -1.51738 -0.001 0.000 -0.006
H -3.89008 -3.18468 5.07973 -0.008 -0.009 0.004
C -2.17402 2.78902 2.02435 -0.009 -0.068 0.043
C 1.28451 -4.52231 2.44798 0.031 0.015 0.003
H 0.38601 4.99438 -1.44013 0.034 -0.013 -0.059
H 3.84420 -0.40165 0.35136 0.010 -0.046 -0.047
H -5.64327 2.52878 -2.34436 -0.016 -0.001 0.001
H -3.23047 -1.64661 6.91256 -0.010 -0.001 0.014
H -1.45972 5.13467 1.12676 0.011 -0.021 0.010
C 1.14518 2.58070 5.43668 -0.035 0.003 -0.010
H -1.14908 -3.50204 -0.14820 0.017 -0.029 0.052
C -2.67507 -2.21075 3.61883 0.017 0.033 -0.012
H 3.94240 -0.62033 -6.13891 -0.027 0.004 -0.011
C 1.81274 -0.91695 -3.52007 -0.302 -0.003 0.200
C 1.67449 3.88602 0.83922 0.018 -0.007 0.045
H -4.15906 4.89742 3.79840 0.001 0.009 0.006
C -0.38702 5.10012 0.99625 -0.023 0.000 -0.046
H 0.13960 5.04056 -3.18430 -0.035 0.005 -0.015
C -2.38924 3.34257 -1.82148 -0.008 -0.018 0.009
H 2.40198 1.28000 -1.39399 -0.008 -0.046 0.000
C -4.87926 3.38498 2.45640 0.011 -0.010 0.002
H 0.84661 2.93624 -4.96530 0.031 0.007 -0.015
C 0.17130 -3.73723 2.19513 -0.023 -0.053 0.049
P -0.45393 2.30883 1.60901 -0.001 0.037 0.176
C 0.29965 3.89402 1.07654 0.027 -0.024 -0.040
H 3.70271 -2.16164 2.23486 0.019 -0.003 -0.006
H -0.83409 2.76950 -4.45623 -0.002 0.039 0.005
H 3.42186 5.03242 0.38915 0.012 0.006 -0.009
Ru -0.22792 0.51231 0.24545 -0.240 0.242 -0.119
H 3.08441 2.84273 -1.84127 -0.010 -0.001 0.024
C 0.33740 -2.38395 1.92474 0.159 0.336 -0.015
C -2.33886 -1.92877 0.69760 0.118 -0.097 0.003
C -2.55182 3.81394 2.89769 0.016 -0.038 -0.007
C 1.60767 -1.78340 1.94369 -0.158 0.127 -0.074
C -4.62629 -1.85536 -0.06601 0.001 -0.005 0.027
F -2.17965 -0.26598 -1.78144 0.014 0.031 -0.040
C 2.70766 -2.59158 2.22426 0.038 -0.026 0.025
C 3.47493 0.39465 0.99375 -0.091 0.001 -0.014
C -3.60894 -1.35151 0.72565 -0.015 -0.005 0.022
H -1.60854 0.17197 6.43704 -0.003 0.002 0.013
H -2.91424 1.32206 0.65163 0.006 0.023 0.051
C -2.68024 1.00288 -1.86719 0.046 0.012 -0.014
C 2.13594 1.60972 5.37406 0.035 0.001 -0.028
C 2.31971 0.89638 4.20173 0.016 -0.018 0.046
H -0.42378 3.57820 4.41527 -0.025 0.086 -0.017
C -2.11977 -3.02919 -0.12056 -0.041 0.038 -0.008
H -0.25167 7.21104 0.66748 0.000 0.015 0.000
H -4.63134 0.23449 -2.16869 -0.014 0.003 -0.019
C -3.13762 -3.53260 -0.91983 -0.047 0.010 0.010
H -5.60754 -1.39840 -0.03199 -0.006 0.000 0.002
C 2.35418 5.05997 0.56519 -0.015 -0.020 0.033
H 0.18732 1.34166 -4.53017 0.001 0.000 -0.002
H 1.77031 4.95716 -2.52019 0.027 -0.017 -0.043
C 2.26362 -0.68140 -4.86439 0.102 0.032 -0.185
C 0.29722 6.28005 0.72687 0.035 0.041 0.012
Si 0.67446 2.71088 -2.48654 -0.009 -0.056 -0.217
C -2.82407 -1.51910 5.91804 0.019 -0.012 -0.040
P -0.98190 -1.14716 1.64790 -0.210 -0.134 0.097
H 4.88257 -1.71536 -2.08617 0.024 -0.004 -0.014
H 4.08307 0.41919 1.90284 0.005 -0.022 0.018
H -1.80844 4.42691 3.38434 0.023 0.000 0.027
H -5.27581 1.83243 1.02365 -0.020 -0.001 -0.005
H -1.76092 4.21473 -1.69340 0.026 -0.003 -0.003
H -0.67872 0.44279 4.21939 0.018 0.029 -0.057
H -2.93720 -4.37973 -1.56282 -0.012 0.000 0.006
C 2.40861 2.04856 -2.16776 -0.007 0.044 0.062
C 4.17460 -1.43044 -2.85181 0.176 -0.005 -0.104
C 1.66687 6.26596 0.52163 -0.013 0.012 0.042
C 2.78787 -1.31480 -2.49724 -0.201 -0.015 0.280
Si 1.67084 0.08657 1.49656 0.111 -0.061 -0.083
C 2.55196 -3.94880 2.46391 -0.050 0.020 -0.006
H 2.22160 2.95109 0.88615 -0.019 0.025 -0.004
H 3.63700 1.34022 0.47596 -0.044 0.032 0.015
H 5.57970 -1.24849 -4.41451 0.009 -0.006 0.026
C -1.92167 -0.50479 5.65230 0.009 0.034 0.008
N -0.43789 1.88238 -1.45427 0.390 -0.043 0.141
H 2.19517 7.18642 0.31113 0.005 0.011 -0.002
C -3.19309 -2.37818 4.89229 -0.002 0.020 0.010
C 4.53978 -1.17372 -4.12426 0.049 -0.053 0.200
H 1.53489 -0.40574 -5.61370 0.023 0.007 -0.014
C -4.39176 -2.94466 -0.89649 0.007 -0.009 -0.002
H -0.81601 -4.18357 2.20720 -0.012 0.007 -0.016
C 0.18114 2.40308 -4.28163 -0.006 -0.083 0.089
C 0.74603 4.60112 -2.38895 -0.105 -0.063 0.045
C -4.58303 2.40410 -2.17230 0.006 0.003 -0.001
C 3.57865 -0.80215 -5.13599 -0.189 0.042 -0.081
H -5.92198 3.62012 2.62453 -0.015 -0.002 0.007
N 2.31958 -1.52460 -1.30053 -0.001 -0.034 -0.155
C -4.52176 2.38421 1.56986 0.025 -0.001 0.005
N 0.57595 -0.79371 -3.13296 0.180 -0.031 -0.010
H -2.98857 -2.89992 2.84788 0.011 0.001 -0.055
H -3.81180 -0.52044 1.38941 0.001 0.006 0.007
H 2.76058 1.41459 6.23609 0.005 -0.012 0.019
```
Forces are in eV/Å.

## Properties
* 2S+1: 2
* HOMO (alpha / beta): -7.00 / -6.98 eV
* maximum force: 0.4 eV Å⁻¹
* LUMO energy (alpha / beta): -1.108 / -2.631 eV
* gap between HOMO and LUMO (alpha / beta): 5.89 / 4.35 eV
* DFT total energy: -6330.29136 Eh